# 1
{
  "formula": "C41H38BBrF5N7O11",
  "method": "ωB97M-V/def2-TZVPD",
  "charge": 0,
  "largest_force_ev_per_a": 1.870,
  "orbital_gap_ev": 8.49,
  "symbols": ["Br", "F", "F", "F", "F", "F", "O", "O", "O", "O", "O", "O", "O", "O", "O", "O", "O", "N", "N", "N", "N", "N", "N", "N", "C", "C", "C", "C", "C", "C", "C", "C", "C", "C", "C", "C", "C", "C", "C", "C", "C", "C", "C", "C", "C", "C", "C", "C", "C", "C", "C", "C", "C", "C", "C", "C", "C", "C", "C", "C", "C", "C", "C", "C", "C", "B", "H", "H", "H", "H", "H", "H", "H", "H", "H", "H", "H", "H", "H", "H", "H", "H", "H", "H", "H", "H", "H", "H", "H", "H", "H", "H", "H", "H", "H", "H", "H", "H", "H", "H", "H", "H", "H", "H"],
  "coordinates": [[-0.714820, -4.856550, -2.585247], [5.531717, -3.235514, -2.229253], [4.410514, -2.138088, -3.721478], [6.268901, -1.364088, -2.978251], [4.404912, 0.043375, -1.933155], [5.242822, -1.309278, -0.433199], [-1.326665, -3.933536, 0.551333], [-2.919614, 0.131244, -3.335209], [-7.151905, 5.774990, 1.214218], [4.948701, 6.153788, -1.838039], [-5.119773, -8.534946, 5.024554], [4.217420, 5.431533, 0.051408], [-8.533190, 5.588868, 2.852619], [3.578633, 0.611886, 1.255095], [-5.133329, -8.220763, 2.896268], [-1.411104, 1.075017, -2.132134], [0.086514, -0.015576, 1.755418], [-2.056822, 0.968688, -3.158148], [-1.235449, -1.618150, 0.726521], [1.984088, 1.746118, -0.197847], [-4.774933, -7.941498, 4.022345], [5.090540, 5.883328, -0.662448], [-7.738986, 5.127220, 2.057811], [-3.548051, -0.088153, 1.377311], [8.671881, 6.833437, -0.275173], [6.611873, 5.769413, 1.264383], [0.984603, -4.883025, -1.650098], [5.170100, -2.028143, -2.635201], [-2.583973, -5.031004, 3.218499], [1.354409, -3.500054, -1.169474], [0.568036, -2.704096, -0.338981], [-3.171432, -0.177330, 0.178601], [-0.498689, 3.713299, -5.130957], [-6.315072, 1.768317, 1.292676], [-1.773967, 1.904427, -4.253557], [-0.776705, 2.846294, -4.087334], [-6.990524, 0.978758, 2.212462], [-2.507270, 1.807427, -5.422047], [-3.855013, -6.802914, 4.184513], [-7.470884, 3.681356, 2.119130], [8.893554, 6.494823, 1.053259], [2.250790, -0.894583, -0.314245], [-6.554160, 3.131543, 1.241565], [4.436360, -1.237420, -1.521334], [-0.027158, -0.851213, 0.923692], [-2.128842, -1.117917, -0.353202], [-2.526736, -5.422512, 5.598148], [1.022748, -1.445500, 0.043197], [6.414578, 6.107118, -0.061490], [0.984360, -5.918103, -0.529409], [-2.223984, 2.681408, -6.458262], [-3.461943, -6.093013, 3.065194], [2.009092, 1.948885, -1.657490], [2.573526, 2.952878, 0.421001], [7.864914, 5.965765, 1.821434], [-1.219530, 3.630060, -6.315014], [7.423342, 6.638950, -0.842667], [-8.149333, 2.913675, 3.046618], [-2.116170, -4.700427, 4.484572], [3.053234, -1.714810, -1.137440], [2.594804, -2.977013, -1.555314], [-7.903965, 1.550390, 3.088282], [-0.757567, -2.918763, 0.318219], [2.190206, -5.785540, 0.403780], [-3.405120, -6.483551, 5.452138], [2.637313, 0.554822, 0.249651], [3.510417, -0.180688, 1.798260], [-8.427549, 0.933751, 3.805755], [-1.551925, -0.635195, -1.140522], [-1.427545, -3.873577, 4.603917], [-2.786086, 2.620237, -7.379504], [1.563448, 1.112063, -2.185836], [2.063786, 3.829179, 0.032257], [-0.997849, 4.306918, -7.129241], [0.998522, -6.916576, -0.956714], [1.743455, -5.175626, -2.366964], [9.473146, 7.247392, -0.871180], [5.805501, 5.358664, 1.853111], [9.871723, 6.642832, 1.491051], [3.024151, 2.119802, -2.008991], [3.626644, 3.059569, 0.180567], [8.038659, 5.703469, 2.855618], [-5.600372, 1.319186, 0.621683], [-6.800034, -0.085453, 2.246364], [-2.631713, -1.973713, -0.799402], [2.429605, 2.944354, 1.493715], [-0.221040, 2.910562, -3.165867], [3.131398, -5.751280, -0.139385], [-3.731552, -7.051249, 6.310260], [3.200621, -3.607286, -2.183309], [1.460817, 2.851766, -1.911208], [-2.999674, -0.742131, 1.944165], [-3.284030, 1.064990, -5.524956], [-2.264443, -4.468017, 2.348320], [0.281553, 4.453273, -5.019413], [7.241119, 6.896762, -1.874937], [2.090162, -4.938919, 1.074728], [-2.162012, -5.160423, 6.581827], [-8.856534, 3.367723, 3.724029], [0.086657, -5.812697, 0.069385], [-3.647979, 0.449184, -0.570705], [2.222129, -6.677728, 1.023744], [-6.034163, 3.754756, 0.529947], [-3.830823, -6.361903, 2.086610]],
  "forces_ev_per_angstrom": [[-0.03, -0.05, -0.22], [-0.04, -0.46, 0.17], [-0.27, -0.11, -0.25], [0.26, 0.09, -0.01], [-0.05, 0.38, 0.02], [0.18, 0.13, 0.12], [-0.44, -0.75, -0.23], [-0.02, 0.00, 0.08], [0.00, 0.01, 0.00], [0.00, 0.01, 0.00], [0.00, -0.01, 0.00], [0.04, 0.14, -0.02], [0.00, 0.01, 0.00], [-0.68, -0.01, 0.19], [0.00, 0.00, 0.00], [0.16, 0.47, -0.24], [0.21, 0.87, 0.34], [-0.08, 0.00, -0.17], [0.03, -0.81, -0.11], [1.80, 0.08, -0.51], [-0.05, -0.02, 0.00], [-0.05, -0.02, -0.02], [0.01, 0.04, 0.01], [0.04, -0.06, 0.02], [0.00, -0.03, 0.10], [-0.03, -0.06, 0.17], [0.43, 0.15, 0.57], [0.10, 0.64, -0.01], [0.04, 0.08, 0.06], [-0.01, 0.09, 0.00], [0.70, 0.00, -0.17], [-0.09, -0.02, 0.12], [-0.07, -0.02, -0.10], [-0.12, 0.04, 0.03], [0.04, 0.06, -0.09], [0.15, 0.15, 0.05], [-0.03, 0.00, 0.02], [-0.13, -0.07, -0.13], [0.09, 0.09, 0.00], [0.02, -0.11, 0.00], [-0.02, 0.00, -0.01], [0.08, -0.11, -0.25], [0.10, -0.04, -0.14], [-0.18, -0.65, 0.11], [-0.35, -0.42, -0.41], [0.15, 0.13, 0.40], [0.02, 0.04, -0.10], [0.05, -0.11, -0.12], [0.12, 0.01, 0.05], [0.12, 0.08, 0.35], [0.07, 0.06, 0.03], [0.03, 0.05, -0.16], [-0.45, 0.04, 0.28], [-0.76, 0.01, -0.05], [0.06, 0.04, -0.07], [0.00, -0.02, 0.02], [0.10, 0.07, -0.14], [-0.11, -0.06, 0.14], [-0.02, -0.02, 0.00], [-0.67, -0.42, 0.08], [-0.31, 0.39, 0.42], [0.07, -0.02, -0.08], [0.44, 0.97, -0.11], [-0.25, -0.45, -0.08], [0.03, 0.00, 0.19], [-0.45, 0.00, 0.20], [0.48, -0.06, -0.04], [-0.01, 0.01, 0.01], [-0.06, -0.16, 0.16], [-0.01, 0.01, 0.00], [-0.01, -0.01, 0.00], [-0.01, -0.17, -0.06], [-0.08, 0.11, -0.06], [0.00, 0.01, 0.00], [-0.19, -0.06, -0.22], [-0.10, -0.03, -0.33], [0.00, 0.01, -0.02], [-0.06, 0.00, -0.08], [0.00, 0.01, 0.00], [0.21, -0.11, -0.15], [0.21, -0.03, 0.05], [-0.01, 0.00, 0.01], [0.06, -0.01, 0.03], [0.04, 0.00, 0.01], [-0.11, -0.14, -0.03], [0.11, -0.13, 0.17], [-0.08, -0.11, 0.07], [0.15, 0.21, -0.04], [-0.05, -0.07, -0.06], [0.15, 0.02, -0.14], [-0.25, 0.07, 0.07], [0.01, 0.08, 0.08], [0.02, -0.04, 0.09], [-0.11, -0.12, 0.19], [0.00, 0.00, 0.02], [-0.10, -0.04, 0.00], [0.16, 0.25, -0.03], [-0.01, 0.00, 0.01], [0.01, 0.09, -0.04], [-0.23, -0.04, -0.05], [-0.08, 0.06, -0.15], [0.06, -0.08, 0.15], [-0.05, 0.09, 0.03], [-0.05, -0.08, 0.04]]
}


# 2
{
  "formula": "C41H38CaN5O2PS",
  "method": "ωB97M-V/def2-TZVPD",
  "charge": 0,
  "de_lowest_kcal_mol": 17.8,
  "largest_force_ev_per_a": 0.557,
  "orbital_gap_ev": 5.94,
  "symbols": ["Ca", "S", "P", "O", "O", "N", "N", "N", "N", "N", "C", "C", "C", "C", "C", "C", "C", "C", "C", "C", "C", "C", "C", "C", "C", "C", "C", "C", "C", "C", "C", "C", "C", "C", "C", "C", "C", "C", "C", "C", "C", "C", "C", "C", "C", "C", "C", "C", "C", "C", "C", "H", "H", "H", "H", "H", "H", "H", "H", "H", "H", "H", "H", "H", "H", "H", "H", "H", "H", "H", "H", "H", "H", "H", "H", "H", "H", "H", "H", "H", "H", "H", "H", "H", "H", "H", "H", "H", "H"],
  "coordinates": [[0.441670, -0.306049, -0.357523], [3.129996, 1.092272, 0.693788], [0.749877, -1.582417, -3.048906], [0.107428, 0.019361, 5.475977], [0.930169, -1.369112, 1.629884], [-0.306685, 0.256265, 2.747883], [2.184403, 3.597173, 1.140884], [2.188738, 2.156562, 2.888132], [-0.150148, 2.166639, -0.846131], [-0.266581, 0.915648, 1.569489], [-1.554172, 4.530487, -1.243361], [2.774873, -2.041453, -7.153960], [1.202882, -3.670655, -1.206344], [2.608878, -2.683206, -4.851573], [-2.891954, -3.080718, -2.132720], [-0.971954, 1.969052, 1.415668], [-1.628796, 3.861022, -0.032773], [1.823524, 6.249408, -1.358093], [-2.968971, -4.205588, -2.927010], [1.750315, -2.556921, -1.853544], [1.722834, 5.497802, -0.202589], [-0.912065, 2.678696, 0.136577], [-0.077079, -0.087204, -5.584785], [3.675896, -0.904550, -2.126062], [-1.983266, -4.483210, -3.874517], [3.225512, -2.804212, -6.088905], [-0.801024, -2.500458, -3.136728], [0.151591, -2.232402, 6.247123], [3.108477, 3.785605, -1.169801], [0.183242, -1.314111, 5.198330], [1.084109, -1.028215, -5.743946], [-1.786925, -0.981658, -1.352463], [1.890213, -4.307111, -0.185783], [0.338050, -1.764752, 3.879575], [3.128940, -3.831589, 0.213656], [1.550112, -1.797622, -4.664036], [3.198835, 4.551864, -2.325216], [2.475564, 2.351093, 1.581993], [1.710944, -1.168141, -6.977507], [0.471961, -4.046799, 4.714582], [2.355861, 4.257303, -0.097478], [-0.762111, 4.007362, -2.250438], [0.502385, -3.135565, 3.676482], [-0.901782, -3.626083, -3.958819], [0.355201, -0.902067, 2.646720], [3.013226, -2.075033, -1.449496], [0.287873, -3.587176, 6.011030], [3.679428, -2.727115, -0.413435], [2.560828, 5.775767, -2.434470], [-1.824189, -2.156218, -2.215964], [-0.083636, 2.825310, -1.999160], [-2.050358, -5.355827, -4.511818], [1.322206, 7.207531, -1.414678], [3.662632, -4.311044, 1.024669], [3.615127, 2.838977, -1.096788], [1.518037, 2.755352, 3.346855], [0.588475, -5.104065, 4.515483], [4.408911, -0.437260, -1.469923], [0.033983, 0.118159, 6.430524], [1.353760, -0.582160, -7.817315], [2.951527, -3.289847, -4.021598], [-2.107515, 5.449125, -1.391900], [-0.658801, 4.491438, -3.211237], [3.789383, 4.175074, -3.151557], [-3.687258, -2.869130, -1.426954], [-1.693751, -0.056184, -1.941662], [3.245107, -2.128708, -8.125745], [-0.969818, -0.612712, -5.238806], [2.644879, 6.360447, -3.342107], [-0.313635, 0.401462, -6.529113], [0.221201, -4.021952, -1.498946], [1.139994, 5.871236, 0.633894], [-0.100670, -3.839918, -4.659094], [0.257854, -4.279408, 6.843109], [1.448934, -5.165956, 0.304661], [-2.699159, -0.910040, -0.757597], [4.047700, -3.498070, -6.215601], [0.650589, -3.461748, 2.654898], [0.138326, 0.684346, -4.840506], [-3.819678, -4.869872, -2.821892], [-2.241568, 4.237514, 0.776310], [0.542690, 2.378985, -2.765478], [2.152525, 1.194625, 3.182410], [4.639884, -2.344636, -0.087959], [-1.625866, 2.350575, 2.197886], [0.028920, -1.865298, 7.261811], [2.956451, -0.139637, -2.433055], [4.186750, -1.222168, -3.038662], [1.743012, 4.191511, 1.825651]],
  "forces_ev_per_angstrom": [[0.38, -0.07, 0.00], [0.13, -0.02, -0.26], [-0.11, 0.42, 0.15], [0.02, 0.01, -0.11], [-0.25, 0.12, -0.19], [-0.05, 0.12, 0.08], [0.05, 0.04, 0.01], [0.00, 0.14, 0.04], [-0.12, -0.10, 0.06], [-0.23, -0.08, -0.11], [-0.03, -0.03, 0.10], [0.02, -0.01, -0.02], [0.00, 0.10, 0.02], [-0.03, 0.04, -0.03], [0.02, 0.00, 0.00], [0.03, -0.01, 0.10], [0.01, 0.05, -0.12], [0.00, 0.01, 0.00], [-0.01, 0.04, 0.03], [0.01, -0.04, -0.05], [0.01, -0.06, 0.05], [-0.03, 0.17, -0.07], [-0.04, 0.04, 0.01], [0.03, 0.02, -0.08], [0.04, 0.01, -0.02], [0.01, -0.02, 0.02], [0.02, -0.11, -0.10], [0.01, 0.05, -0.03], [-0.04, 0.03, 0.10], [0.03, -0.04, -0.04], [0.07, -0.06, 0.01], [0.15, 0.04, -0.07], [-0.02, -0.02, 0.01], [0.11, 0.09, 0.04], [0.02, -0.02, 0.04], [0.05, -0.13, -0.07], [0.03, -0.09, -0.01], [-0.15, -0.04, -0.01], [-0.04, 0.01, 0.01], [-0.01, -0.06, 0.03], [-0.02, 0.04, -0.08], [0.05, -0.03, -0.04], [-0.03, 0.06, -0.08], [-0.04, -0.02, 0.00], [-0.08, -0.28, 0.48], [-0.03, -0.02, 0.05], [0.00, -0.03, -0.01], [-0.04, 0.07, -0.04], [-0.02, 0.06, -0.03], [-0.09, -0.12, 0.00], [0.04, -0.07, -0.06], [0.00, 0.03, 0.01], [0.01, -0.01, -0.01], [-0.01, 0.01, -0.01], [0.01, -0.05, 0.00], [0.02, -0.03, 0.02], [0.00, 0.02, 0.01], [0.00, -0.02, 0.00], [0.00, 0.01, 0.03], [0.01, -0.01, 0.02], [-0.01, 0.00, 0.01], [0.01, 0.00, -0.02], [-0.02, 0.02, 0.02], [-0.01, 0.01, 0.02], [0.00, -0.02, 0.00], [0.09, -0.03, -0.04], [-0.01, 0.00, 0.02], [0.00, -0.02, -0.01], [0.00, -0.02, 0.03], [0.01, 0.01, 0.00], [0.02, -0.02, -0.01], [0.00, -0.01, -0.03], [-0.01, -0.01, 0.01], [0.00, 0.00, -0.01], [0.00, 0.01, -0.01], [0.03, 0.04, 0.04], [-0.02, 0.02, -0.01], [0.00, 0.00, 0.02], [0.02, -0.01, 0.00], [0.02, 0.01, -0.01], [0.01, -0.02, 0.00], [-0.02, 0.01, 0.03], [0.01, -0.07, 0.03], [0.00, -0.01, -0.01], [0.04, -0.02, 0.10], [0.00, -0.01, -0.02], [-0.01, 0.00, 0.03], [-0.01, -0.01, 0.01], [0.01, 0.02, 0.04]]
}


Short version: calculated total energy = -5894.02568 -3426.69075 a.u., in the order given.